(1)
{"formula": "C19H31F5InO14S3", "method": "ωB97M-V/def2-TZVPD", "species": ["H", "H", "H", "H", "H", "H", "C", "H", "H", "H", "C", "O", "O", "H", "C", "C", "O", "S", "O", "C", "O", "S", "C", "H", "H", "C", "H", "O", "H", "C", "C", "F", "C", "C", "H", "H", "O", "O", "O", "H", "C", "S", "H", "C", "F", "C", "C", "F", "H", "O", "F", "H", "H", "H", "H", "H", "In", "H", "H", "C", "F", "O", "O", "O", "H", "C", "O", "C", "H", "H", "H", "C", "H"], "xyz": [[0.82523, -3.15102, -0.84172], [-1.12230, 4.10090, -3.32664], [-1.50562, 1.82783, -2.64251], [2.65898, 5.35263, -2.88203], [0.86799, -6.39466, -0.47680], [2.60315, -3.80836, 4.60091], [-2.02927, 1.00378, 3.00301], [2.46830, 3.82338, -5.51959], [2.66752, -4.63347, -0.59339], [2.15808, -2.13292, -0.35533], [0.73022, -2.63822, 3.63867], [-1.74942, -7.14342, 0.99386], [0.42354, 0.06316, 1.47218], [-2.24144, 2.31752, -1.10943], [-0.87798, 0.91538, 3.98113], [2.33844, -4.15582, 0.34278], [0.26778, 3.83190, -0.91465], [-2.16864, -2.44037, 1.04965], [-0.18845, 2.08391, 3.98290], [0.96670, 6.19279, -5.02579], [3.22724, -2.49216, 2.89222], [2.39987, -2.57352, 4.07468], [-1.62882, 2.18498, 2.12693], [-2.60751, 4.39469, -2.42145], [0.36265, -3.65744, 3.77549], [1.64627, -5.24270, 1.15779], [-1.33895, 5.03779, -0.43512], [-2.33593, -3.74165, 0.40881], [1.31220, -4.88367, 2.12934], [-2.93280, -1.20282, -0.19202], [-0.80126, 3.02399, 3.09582], [-4.21645, -0.99168, 0.11570], [0.47710, -5.87043, 0.39783], [1.49595, -2.92965, -0.00577], [-2.12262, 0.06948, 2.46492], [3.24705, -3.84651, 0.85429], [2.64298, -1.65424, 5.15438], [-2.99302, -2.17804, 2.22630], [0.86534, 5.45440, -3.89490], [2.95517, 6.83475, -5.40988], [-0.13044, 2.55828, -1.16707], [-0.35496, -7.17683, 1.26146], [3.89879, 4.61930, -4.86469], [2.33260, 5.97078, -5.64975], [-3.19868, -0.59639, -2.46663], [-1.48359, 2.57364, -1.85241], [2.81861, 4.69472, -4.96511], [-1.61395, -2.00652, -1.98135], [-2.94829, 1.17923, 3.56727], [-0.13462, -6.78602, 2.79727], [-3.70431, -2.63989, -1.92536], [-0.00993, 3.59817, 2.61678], [-0.99258, 1.81973, 1.31930], [1.87103, 3.79851, -3.19093], [-0.27706, -5.14178, 0.09496], [0.33214, -7.52852, 3.20599], [0.34140, -1.95097, 1.57591], [2.23984, 5.88966, -6.72922], [-2.46644, 2.73562, 1.69753], [-2.86461, -1.63585, -1.66344], [-2.27011, -0.03504, -0.07814], [0.08138, 6.90364, -5.39955], [-0.55623, -0.00534, 4.67385], [0.38208, -8.39840, 1.06118], [2.37684, -6.03385, 1.36017], [2.10505, 4.76909, -3.61936], [0.52735, 1.61398, -0.85086], [-0.75251, 4.76173, -1.31520], [-0.27210, 5.64827, -1.71736], [-1.42513, 3.70352, 3.68595], [0.80102, 0.33851, 0.63065], [-1.59042, 4.01579, -2.34703], [0.19054, -2.00726, 4.34263]], "atomic_forces_ev_per_a": [[0.0, 0.0, 0.0], [0.0, 0.1, 0.0], [-0.1, -0.1, 0.1], [0.0, 0.0, 0.0], [-0.2, 0.1, -0.1], [0.1, -0.1, -0.1], [0.2, 0.2, -0.1], [0.0, 0.0, 0.0], [0.1, 0.0, 0.0], [0.0, 0.0, 0.0], [-0.9, 0.1, 0.1], [-0.2, 0.0, -0.1], [0.0, -0.1, 0.2], [0.0, 0.0, 0.0], [0.2, -0.1, -0.2], [0.0, -0.1, -0.4], [0.1, 0.0, 0.0], [-0.3, -0.2, 0.4], [-0.1, 0.0, 0.2], [0.1, 0.1, 0.1], [0.1, -0.1, -0.1], [0.1, 0.0, 0.1], [0.0, 0.1, -0.1], [0.0, 0.0, 0.1], [0.2, -0.1, -0.1], [0.2, -0.4, 0.0], [0.0, -0.1, 0.0], [0.1, 0.0, -0.2], [0.0, 0.2, -0.1], [0.1, -0.5, -0.1], [0.0, 0.0, -0.1], [-0.3, 0.1, 0.1], [0.2, 0.2, 0.0], [-0.3, 0.0, -0.1], [-0.1, 0.0, 0.1], [-0.1, 0.0, 0.2], [0.0, 0.1, 0.0], [0.0, 0.1, -0.1], [0.1, 0.0, 0.0], [0.0, 0.0, 0.0], [-0.3, 0.0, 0.1], [0.2, -0.1, -0.2], [0.0, 0.0, 0.0], [0.0, -0.2, 0.0], [0.1, -0.2, 0.1], [0.1, 0.2, -0.1], [-0.1, 0.1, 0.0], [-0.3, 0.1, 0.0], [0.0, 0.0, 0.0], [-0.1, 0.0, 0.2], [0.3, 0.3, 0.0], [0.0, 0.0, 0.0], [0.0, 0.0, 0.2], [-0.1, 0.0, 0.0], [-0.1, 0.0, 0.1], [0.0, 0.1, 0.0], [1.1, -0.1, 0.0], [0.0, 0.1, 0.0], [-0.1, 0.0, 0.1], [0.1, -0.1, -0.2], [0.1, 0.3, 0.0], [0.0, 0.0, -0.1], [-0.1, 0.1, 0.2], [0.1, 0.0, 0.1], [0.0, 0.0, 0.1], [0.0, -0.1, 0.0], [0.3, 0.1, -0.3], [-0.2, 0.1, -0.1], [0.1, 0.0, 0.0], [0.0, 0.0, 0.0], [-0.1, 0.1, 0.1], [0.0, -0.2, 0.0], [0.1, 0.1, 0.0]], "charge": -1, "largest_force_ev_per_a": 1.113, "homo_lumo_gap_ev": 7.934, "homo_energy_ev": -6.01}



(2)
{"formula": "C19H31F9N4O7S", "method": "ωB97M-V/def2-TZVPD", "species": ["F", "C", "H", "H", "C", "H", "H", "H", "C", "C", "H", "C", "H", "F", "O", "H", "H", "N", "N", "F", "H", "O", "C", "H", "H", "H", "O", "C", "C", "C", "H", "H", "F", "O", "F", "O", "H", "H", "H", "F", "C", "C", "C", "F", "O", "C", "H", "H", "H", "H", "H", "C", "S", "C", "C", "H", "C", "O", "H", "C", "F", "N", "H", "H", "C", "H", "H", "N", "F", "H", "H"], "xyz": [[-0.15732, 1.32571, 0.29865], [-6.15952, -1.02482, 0.20381], [4.48548, 1.92387, 0.57354], [-0.95205, 3.69389, 0.03328], [-0.01307, 4.26257, 0.13074], [3.69034, 2.12792, 2.12743], [-0.14963, -2.08968, -5.11155], [1.78018, 0.53735, 2.82670], [3.90676, 1.40250, 1.33633], [1.28749, 6.09023, -0.74701], [-1.75483, 4.81615, -1.63996], [3.74571, -2.72617, 3.32962], [4.16579, -0.15009, 2.83219], [-2.12612, -1.06188, 2.78302], [3.39860, -2.34682, 2.13636], [-0.04538, -2.66702, -1.85131], [-7.16539, 1.27454, -0.30551], [3.98298, -2.74586, 4.46085], [0.98536, -2.96159, -3.64548], [-3.40318, -1.97290, 1.23667], [-0.28614, -4.25750, -2.61081], [4.82941, -0.59485, -0.37241], [5.10432, -0.84355, 0.99459], [-8.81325, -1.10313, 2.02688], [1.22606, 6.84273, -1.52908], [1.45703, 2.11691, 2.16309], [4.75520, -2.08317, -2.10706], [0.04835, 0.72263, 1.47760], [-0.17183, -3.18822, -2.80270], [4.70752, 0.26720, 1.97944], [-6.17572, -1.88353, -0.47127], [6.18217, -1.02221, 1.09287], [0.49144, -1.21001, 0.21657], [4.09593, -2.65870, -0.01444], [-2.44712, -0.03828, 0.76069], [0.81123, 3.98716, 0.98219], [2.27076, 1.52296, -0.08086], [-5.58563, -0.22319, -0.25733], [-9.30632, -1.67315, 0.42756], [0.47785, -1.45392, 2.32969], [-0.93394, 5.52114, -1.75350], [0.88649, -2.37055, -4.85266], [2.29742, -3.38427, -3.17533], [-0.76513, 1.22593, 2.41708], [1.81869, -2.15458, -5.60132], [2.52962, 0.91726, 0.78273], [1.37827, 6.57913, 0.22365], [2.17273, 5.47256, -0.90405], [2.71889, -4.10525, -3.87752], [2.66560, -0.13448, 0.52884], [5.63832, 0.65901, 2.39603], [1.49964, 1.05507, 1.90837], [-1.90949, -1.43889, 1.26372], [-0.11721, -0.80997, 1.33372], [-8.45034, -1.51735, 1.08541], [2.96188, -2.52583, -3.12552], [-7.94802, 0.64950, 0.15846], [-9.07190, 1.06498, 0.35720], [-1.31739, 6.53503, -1.62378], [4.52794, -2.26650, 1.24699], [-1.76620, -1.92340, -0.25353], [0.09666, 5.25704, -0.76809], [2.21143, -3.83969, -2.19081], [-1.07294, -2.81915, -3.28928], [4.58833, -1.78651, -0.97304], [-5.67975, -1.31185, 1.13862], [5.28569, -2.94633, 1.64278], [-7.51800, -0.59063, 0.46778], [-1.42572, -2.89895, 1.70928], [-0.51819, 5.42160, -2.75805], [-7.95679, -2.46809, 1.27222]], "atomic_forces_ev_per_a": [[-0.8, -0.1, -0.4], [-0.3, -0.1, 0.1], [0.0, -0.2, 0.0], [0.0, 0.0, 0.0], [-0.3, -0.1, -0.1], [0.2, 0.1, -0.1], [0.0, 0.0, 0.0], [-0.1, -0.3, -0.2], [-0.7, -0.1, 0.2], [0.0, -0.2, 0.2], [0.0, 0.0, 0.0], [-0.4, 1.4, 0.7], [-0.1, 0.0, -0.2], [0.1, 0.4, -0.1], [0.1, -0.4, -0.3], [-0.1, -0.1, 0.0], [0.0, 0.0, 0.0], [0.1, -0.7, -0.4], [-0.2, 0.0, 0.1], [0.2, 0.0, 0.0], [-0.1, 0.0, 0.1], [0.2, -0.2, -0.6], [0.6, -0.7, 1.3], [-0.1, -0.1, 0.0], [-0.1, 0.0, 0.0], [-0.2, 0.0, 0.0], [0.0, 0.5, 0.6], [2.5, 0.2, 1.0], [0.3, 0.0, 0.0], [0.2, 0.2, -0.4], [0.2, 0.0, 0.0], [0.0, 0.3, -0.2], [0.1, 0.1, -0.4], [0.4, -0.4, -0.3], [0.1, 0.1, 0.1], [0.3, 0.2, 0.0], [-0.2, -0.2, 0.0], [0.0, 0.0, 0.0], [0.0, 0.0, 0.1], [-0.1, 0.2, 0.6], [0.2, 0.1, 0.1], [0.0, 0.0, 0.0], [-0.2, 0.2, -0.3], [-0.7, -0.1, 0.0], [0.1, 0.0, 0.0], [1.0, -0.1, 1.1], [0.1, 0.0, 0.0], [0.0, 0.1, 0.0], [0.1, 0.0, 0.1], [-0.4, 0.2, -0.4], [-0.1, 0.1, 0.0], [-0.4, 0.5, -0.5], [-0.3, -1.3, -0.2], [-0.5, -0.2, -0.4], [-0.1, 0.2, 0.0], [-0.1, -0.2, -0.1], [0.0, 0.1, 0.0], [0.0, -0.1, 0.0], [-0.1, 0.0, -0.1], [-0.1, 0.3, -0.4], [-0.1, 0.4, 0.1], [0.0, 0.0, 0.0], [-0.1, 0.0, 0.0], [0.0, 0.0, 0.0], [-0.1, -0.1, 0.3], [0.1, 0.0, -0.1], [-0.1, 0.0, -0.1], [0.2, 0.1, -0.1], [-0.1, 0.2, 0.0], [-0.1, 0.0, 0.0], [0.1, 0.0, 0.0]], "charge": 0, "largest_force_ev_per_a": 2.722, "homo_lumo_gap_ev": 9.230, "e_above_lowest_ev": 0.000, "smiles": "N#CO[C@H]1OC(=O)O[C@H]1CCCCC(F)(F)C(F)(F)S(F)(F)(F)(F)F.CN(C)C=O.CN(C)C=O.CN(C)C=O", "homo_energy_ev": -9.06}



(3)
{"formula": "C19H31F9OP2Pt", "method": "ωB97M-V/def2-TZVPD", "species": ["F", "C", "H", "F", "H", "C", "H", "C", "H", "C", "H", "H", "H", "C", "C", "C", "H", "H", "Pt", "C", "H", "H", "C", "P", "C", "H", "H", "H", "F", "H", "F", "H", "C", "H", "F", "H", "C", "C", "H", "H", "H", "H", "O", "C", "P", "H", "H", "F", "H", "C", "C", "F", "H", "C", "H", "H", "H", "C", "H", "F", "F", "C", "H"], "xyz": [[-0.02696, 1.47010, 3.15634], [1.22065, 1.58747, -4.12887], [-0.64786, -2.59218, -2.58910], [1.67636, -0.65271, 4.78827], [-2.75037, 2.48553, 0.11877], [1.29602, -0.99933, 3.52999], [0.10792, -0.68594, -4.39176], [1.47053, 3.31587, 0.15872], [1.36053, 2.60522, 0.98482], [-2.15148, -2.83206, -0.32069], [-1.38836, 4.26030, 1.36767], [2.18405, 4.06729, 0.52381], [-2.15951, 2.10889, -3.10431], [2.13381, -1.93772, -0.53370], [-0.39496, -0.59157, -3.40377], [0.00159, -4.98827, 1.09571], [-2.01807, 1.97927, 1.63011], [0.37997, -5.34750, 0.13112], [-0.42751, -2.99032, 0.76094], [1.11811, 1.36931, -1.44673], [2.29711, -2.76203, -1.25196], [-1.84055, 0.82463, -1.03159], [0.12846, 3.90307, -0.10376], [0.03825, 1.03252, -2.84655], [-0.97762, 3.56758, 0.61994], [0.05692, 4.72074, -0.83726], [2.70390, -1.03626, -0.79207], [1.75344, 2.50867, -3.83553], [1.95372, -0.17934, 2.65806], [2.41337, -2.31513, 0.46764], [-0.44883, 0.67937, 5.17085], [1.02515, -2.14941, -2.83195], [-0.26872, -0.93924, 3.27791], [-1.18250, 2.92587, -1.84935], [-0.65940, -3.25369, 3.67990], [0.78756, -4.95115, 1.86935], [0.05731, -1.75114, -2.48294], [-0.70224, 0.49960, 3.84146], [1.94616, 0.78573, -4.27369], [0.77316, 0.69203, 0.63175], [0.67723, 1.78852, -5.06456], [2.98351, 2.19079, -0.78341], [-0.54564, -1.14819, 1.95536], [-1.22023, 0.98766, -0.12615], [0.36748, -1.40739, -0.62606], [-1.93688, -3.40856, -1.23494], [-1.57556, 0.13628, 0.49946], [-2.02902, 0.71727, 3.63821], [-0.75932, 3.12141, -3.55023], [-1.04704, -2.00480, 4.08887], [0.24517, 0.83207, -0.31874], [-0.87401, -1.94269, 5.43335], [-1.47285, -0.64494, -3.64158], [1.99687, 2.57655, -1.07415], [-0.86011, -5.58116, 1.42792], [1.90106, 0.63362, -1.70425], [2.12802, 3.28094, -1.90443], [-1.14170, 2.40254, -2.81418], [-2.32342, -1.76656, -0.61207], [-2.37605, -1.91972, 3.83988], [1.75795, -2.26182, 3.29580], [-1.77193, 2.29072, 0.59848], [-2.96265, -3.30666, 0.26986]], "atomic_forces_ev_per_a": [[-0.5, -0.4, 0.6], [-0.5, 0.2, -0.6], [0.2, 0.5, 0.3], [-0.1, -0.3, -1.0], [0.3, 0.4, 0.2], [0.3, -0.8, 0.0], [-0.3, 0.2, 0.6], [-0.5, -1.4, -1.0], [0.2, 0.1, -0.1], [-1.3, 0.0, -1.1], [-0.9, 0.7, -1.3], [-0.2, 0.1, -0.4], [0.2, 0.1, 0.0], [0.2, 0.4, -0.3], [-0.4, -1.3, -0.3], [0.3, -0.2, -0.3], [0.0, 0.2, -0.4], [0.1, -0.5, 0.4], [0.8, 0.0, 1.2], [-0.3, -1.9, 1.2], [0.0, 0.5, 0.2], [0.5, 0.2, 0.0], [0.5, 0.8, -0.3], [2.0, 4.2, -0.9], [-1.4, -0.5, 0.8], [0.5, 0.8, 1.2], [0.6, -0.4, -0.1], [-0.4, -0.5, 0.0], [-0.4, -0.6, 0.7], [-0.3, 0.5, -0.5], [-0.4, 0.0, -1.4], [-0.3, 0.3, -0.1], [0.1, 0.2, -0.5], [0.2, -0.5, -0.2], [-0.4, 1.0, 0.7], [-0.1, -0.4, -0.3], [0.5, -0.2, 0.2], [-0.3, 0.0, -0.4], [0.0, 0.1, -0.1], [-0.2, 0.3, -0.2], [0.3, -0.2, 0.1], [-0.1, -0.1, -0.5], [0.1, 2.0, 1.9], [-1.6, 0.4, 0.5], [-0.3, 0.0, 0.2], [-0.6, 0.0, 0.2], [0.6, 0.5, -0.2], [1.0, 0.0, 0.2], [-0.2, -0.1, 0.1], [-0.1, -1.3, 0.2], [1.6, -3.2, 0.2], [-0.1, -0.1, -0.7], [0.3, 0.2, 0.5], [0.5, 0.9, 0.1], [0.2, 0.1, -0.1], [-0.2, -0.4, 0.3], [0.1, 0.0, 0.1], [-0.9, 0.2, -0.7], [-0.5, -0.7, 0.3], [0.9, 0.1, 0.3], [-0.2, 1.1, 0.2], [0.8, -1.6, 0.8], [0.2, 0.5, -0.6]], "spin_multiplicity": 3, "charge": 0, "largest_force_ev_per_a": 4.728, "homo_lumo_gap_ev": [3.995, 6.296], "e_above_lowest_ev": 0.000, "s2": 2.354, "homo_energy_ev": [-4.37, -6.59]}